# 1
DFT (ωB97M-V/def2-TZVPD) results for a structure of composition C25H38CoN4SSb.

Output
Frontier orbital gap (alpha / beta) in eV: 7.12 / 7.44
Charge: +1
Multiplicity: 2
E_LUMO (alpha / beta) in eV: -3.79 / -3.45
Energy above the lowest of the compared OMol25 structures with the same formula, charge and spin in eV: 0.470
E in eV: -87496.58562

Element x y z (Å)
1 Sb 0.1562 0.4269 1.8805
2 Co -0.7036 -0.2202 -0.5290
3 S -2.5153 1.0348 -0.3031
4 N -0.8997 0.2363 -2.4333
5 N -1.6692 1.2911 -2.8878
6 N 0.3452 -1.7581 -1.3119
7 N -3.2172 2.7878 -2.1768
8 C 2.3478 0.5561 1.7652
9 C 3.0040 1.3345 2.9011
10 C -0.5111 2.3368 2.7222
11 C 2.6062 1.2536 0.4267
12 C -2.0623 -1.3176 2.8451
13 C -0.5278 -0.7003 4.7219
14 C 0.3678 -1.6947 -2.6587
15 C 1.0675 -2.6969 -0.7032
16 C 1.8739 -3.5905 -1.3896
17 C -0.1866 3.4018 1.6736
18 C 0.1434 -2.4292 3.0544
19 C -0.4846 -0.6300 -3.2822
20 C 2.9591 -0.8396 1.7106
21 C 1.1710 -2.5289 -3.4089
22 C 0.1816 2.6767 4.0422
23 C -1.4512 -0.8075 -7.4309
24 C -1.5754 -1.9345 -6.6302
25 C -0.6024 -1.1116 3.2532
26 C -2.0188 2.2917 2.9673
27 C -0.7987 -0.6660 -4.7296
28 C -2.4246 1.7342 -1.9214
29 C -0.9997 0.3865 -6.8845
30 C -0.6840 0.4637 -5.5375
31 C -1.2388 -1.8664 -5.2865
32 C 1.9418 -3.4887 -2.7646
33 H -0.2036 -3.1432 3.8096
34 H 1.2383 2.8915 3.9252
35 H -2.5860 2.0436 2.0764
36 H 0.8854 3.4942 1.4944
37 H 2.4956 -1.4668 0.9523
38 H -0.5372 4.3742 2.0378
39 H 1.1861 -2.4241 -4.4841
40 H -1.7055 -0.8603 -8.4816
41 H 0.9900 -2.7344 0.3716
42 H -1.9334 -2.8655 -7.0493
43 H -3.9058 3.0708 -1.5036
44 H -2.2892 1.5969 3.7637
45 H -0.2892 3.5866 4.4331
46 H -1.1311 0.1784 4.9403
47 H -0.3436 1.3953 -5.1114
48 H 2.1765 0.6997 -0.4131
49 H 3.6881 1.3142 0.2587
50 H 2.7331 0.9565 3.8885
51 H -0.9190 -1.5188 5.3364
52 H 2.5783 -4.1511 -3.3370
53 H -3.2891 3.1230 -3.1227
54 H 1.2197 -2.3456 3.1642
55 H 2.9180 -1.3515 2.6695
56 H -2.4860 -2.1297 3.4477
57 H -2.1640 -1.6077 1.7972
58 H 0.4958 -0.5087 5.0512
59 H -1.3451 -2.7484 -4.6646
60 H -0.0823 -2.8714 2.0814
61 H 2.2135 2.2696 0.3950
62 H -2.3326 3.2898 3.2951
63 H 4.0924 1.2451 2.8031
64 H 2.7706 2.3970 2.8577
65 H -0.6863 3.2040 0.7222
66 H 0.0702 1.9078 4.8014
67 H -0.8990 1.2648 -7.5085
68 H 2.4410 -4.3312 -0.8438
69 H 4.0183 -0.7434 1.4437
70 H -2.6779 -0.4324 3.0075

---

# 2
DFT (ωB97M-V/def2-TZVPD) results for a structure of composition C25H38F6N8O6SSbSiTa in a non-equilibrium geometry.

Output
Frontier orbital gap (alpha / beta) in eV: 6.58 / 5.93
Charge: +3
Multiplicity: 2
E_LUMO (alpha / beta) in eV: -9.86 / -10.51
Energy above the lowest of the compared OMol25 structures with the same formula, charge and spin in eV: 0.000
E in eV: -93835.40993

Element x y z (Å)
1 Ta 0.6819 0.0331 -0.6019
2 Sb 3.5513 -0.2882 -3.6470
3 S -2.2985 -1.1488 0.2918
4 Si 3.7898 -0.8530 1.2189
5 F 4.3999 -1.8948 -3.1517
6 F 1.6561 1.6080 -0.7509
7 F 2.1758 -1.3908 -4.3224
8 F 4.2962 0.1775 -5.2557
9 F 2.2855 1.1210 -3.5569
10 F 4.7048 0.6420 -2.5198
11 O 0.0169 1.5083 1.2379
12 O -2.3233 -1.1088 1.7195
13 O -1.2050 -0.0870 -0.2074
14 O 4.6063 -3.1275 -0.2052
15 O -1.8925 -2.3784 -0.3462
16 O 2.4504 -0.8129 -1.7385
17 N -0.3776 1.4346 -2.0447
18 N 1.6077 -2.2281 -0.2974
19 N 2.1617 -0.0131 1.1767
20 N 2.0905 -4.5396 -0.0139
21 N -0.0999 -1.1814 -2.3474
22 N 0.1252 -2.2414 1.8666
23 N 2.7422 -2.0427 -1.1456
24 N 0.6729 -3.4340 1.3906
25 C 5.1361 0.4134 1.1132
26 C -0.6874 -0.4295 -3.5051
27 C -4.8167 -1.4750 -0.4856
28 C -1.0763 2.4278 1.1581
29 C 2.8574 0.8351 3.3901
30 C -3.2643 3.0819 1.7915
31 C -1.3593 0.7968 -2.9514
32 C -2.2322 2.1538 1.8588
33 C -3.1237 4.2376 1.0333
34 C -1.9411 4.4896 0.3490
35 C -4.0055 0.8049 -0.6462
36 C 3.8476 -2.1151 2.5939
37 C 1.9862 0.7722 2.2517
38 C -7.6582 0.7238 -1.6874
39 C -3.7896 -0.5382 -0.3682
40 C 2.6314 1.6996 4.4163
41 C 0.6311 2.5402 3.3284
42 C -6.0605 -1.0520 -0.9089
43 C 1.5243 2.5688 4.3887
44 C -0.8892 3.5818 0.4188
45 C -5.2580 1.2044 -1.0786
46 C 1.4881 -3.4034 0.3449
47 C 4.0666 -1.8626 -0.4116
48 C 0.8510 1.6494 2.3032
49 C -6.3041 0.2901 -1.2175
50 H 4.6726 -1.2872 -1.1045
51 H 0.4891 -2.0601 2.7980
52 H -3.9312 4.9568 0.9927
53 H 2.0017 -5.3530 0.5774
54 H -4.6448 -2.5200 -0.2567
55 H 4.0663 -3.1078 2.1973
56 H 6.0957 -0.0920 0.9656
57 H -5.4329 2.2496 -1.3024
58 H 3.3093 1.7247 5.2589
59 H 2.8863 -4.5565 -0.6280
60 H 3.7191 0.1887 3.4604
61 H -0.8359 2.1580 -1.4852
62 H -2.2313 0.5237 -2.3648
63 H 1.3619 3.2611 5.2043
64 H 0.1373 -0.1578 -4.1591
65 H 0.0684 3.7903 -0.0462
66 H 0.4073 -4.3212 1.7969
67 H -0.2195 3.2044 3.3141
68 H -1.3693 -1.0681 -4.0619
69 H -1.6791 1.4828 -3.7334
70 H -7.7337 1.8068 -1.7558
71 H 5.3778 -3.2688 -0.7728
72 H 4.9749 1.0654 0.2509
73 H 5.2357 1.0415 1.9968
74 H 2.8344 -2.7454 -1.8974
75 H 2.9181 -2.1647 3.1637
76 H -4.1810 2.8979 2.3367
77 H -2.3238 1.2478 2.4449
78 H -6.8616 -1.7746 -1.0033
79 H -1.8216 5.4062 -0.2137
80 H -0.8835 -2.3162 1.9301
81 H -8.4336 0.3622 -1.0116
82 H -7.8685 0.3040 -2.6728
83 H 0.5832 -1.8256 -2.7351
84 H -0.8312 -1.7634 -1.9223
85 H -3.2234 1.5405 -0.5008
86 H 0.3472 1.9018 -2.5905
87 H 4.6472 -1.8812 3.3011

---

# 3
DFT (ωB97M-V/def2-TZVPD) results for a structure of composition C25H38FNO7PtSi4Te.

Output
Frontier orbital gap in eV: 5.50
Charge: -2
Multiplicity: 1
E_LUMO in eV: 3.79
Energy above the lowest of the compared OMol25 structures with the same formula, charge and spin in eV: 0.000
E in eV: -87140.54956

Element x y z (Å)
1 Pt 0.3301 0.0090 -1.1234
2 Te -0.9842 -1.6695 -2.5593
3 Si -0.4909 -0.4617 -4.6671
4 Si -2.1195 -1.2917 -6.1273
5 Si 1.6204 -1.0935 -5.4605
6 Si -0.6267 1.8766 -4.6024
7 F -3.3576 -5.4182 2.2600
8 O 2.0156 -1.0730 -1.1812
9 O 3.6467 1.4471 0.6637
10 O 4.0237 -1.1914 -0.2143
11 O -2.9091 2.5266 -0.2126
12 O -1.5567 -0.8603 1.4402
13 O -1.2378 1.3289 -1.0629
14 O 1.5115 1.2620 0.0174
15 N -5.0706 -1.0624 -0.6364
16 C -6.7941 -3.3456 -0.4792
17 C -5.4560 -3.3182 0.2035
18 C -4.2760 0.0525 -0.6470
19 C -3.0676 0.1754 -0.0636
20 C -4.9977 -4.3979 0.9231
21 C -6.7430 -2.4820 -1.7262
22 C -6.3438 -1.0549 -1.3758
23 C -2.1089 -0.6103 -7.8965
24 C -3.7678 -4.3310 1.5607
25 C -2.3734 2.4390 -4.1947
26 C 0.5726 2.7046 -3.4304
27 C -2.9848 -3.2156 1.5050
28 C 2.7287 0.8313 0.1451
29 C -4.6543 -2.1643 0.1004
30 C -3.4275 -2.1130 0.7723
31 C -3.8478 -0.9994 -5.4279
32 C 2.9840 -0.5991 -0.4382
33 C -2.5592 -0.9030 0.7583
34 C 2.0821 -2.7943 -4.8159
35 C -6.2671 -0.2148 -2.6465
36 C -0.2062 2.4826 -6.3551
37 C 1.6848 -1.1617 -7.3570
38 C -1.8939 -3.1624 -6.2706
39 C 2.9506 0.1122 -4.8975
40 C -2.3266 1.4610 -0.4106
41 H -7.5627 -2.9518 0.1961
42 H -4.1844 0.0281 -5.5910
43 H 0.4537 3.7934 -3.4775
44 H 1.0052 -1.9265 -7.7480
45 H -2.0253 -3.1484 2.0022
46 H 3.0578 -3.1004 -5.2094
47 H -2.4507 3.5283 -4.2797
48 H -0.4313 3.5518 -6.4437
49 H 2.6990 -1.4055 -7.6932
50 H -2.3933 0.4458 -7.9178
51 H -7.1408 -0.4329 -3.2629
52 H -6.2636 0.8555 -2.4492
53 H -2.8190 -1.1634 -8.5220
54 H 1.4007 -0.2023 -7.8023
55 H -7.1192 -0.6333 -0.7218
56 H 0.3903 2.3871 -2.4025
57 H -3.1117 1.9885 -4.8646
58 H 1.6085 2.4596 -3.6762
59 H -7.0748 -4.3734 -0.7164
60 H -0.9620 -3.4063 -6.7914
61 H 2.8148 1.1046 -5.3387
62 H 0.8583 2.3450 -6.5707
63 H -4.6564 0.8968 -1.2022
64 H -2.7242 -3.6212 -6.8197
65 H -7.7128 -2.4562 -2.2262
66 H 1.3369 -3.5457 -5.0967
67 H 3.9427 -0.2561 -5.1793
68 H -6.0116 -2.8857 -2.4338
69 H -0.7740 1.9516 -7.1249
70 H 2.1286 -2.7725 -3.7232
71 H -1.1166 -0.6985 -8.3483
72 H -3.8239 -1.1825 -4.3502
73 H -4.5753 -1.6784 -5.8865
74 H -5.3703 -0.4617 -3.2183
75 H -2.6148 2.1586 -3.1646
76 H -5.5920 -5.3015 0.9979
77 H 2.9243 0.2158 -3.8080
78 H -1.8439 -3.6120 -5.2742

---

# 4
DFT (ωB97M-V/def2-TZVPD) results for a structure of composition C25H38FeN9O5S in a non-equilibrium geometry.

Output
Frontier orbital gap (alpha / beta) in eV: 8.04 / 8.09
Charge: +1
Multiplicity: 5
E_LUMO (alpha / beta) in eV: -1.92 / -1.96
E in eV: -95406.79090

Element x y z (Å)
1 Fe 0.0846 -0.3115 -0.2569
2 S -0.8856 -0.9536 -3.3961
3 O -1.0901 -2.0677 0.3963
4 O 2.4339 -1.1874 -1.9040
5 O -2.8376 -3.3741 -0.2018
6 O -1.7876 -1.9975 -2.9711
7 O -1.5321 0.2931 -3.7645
8 N -2.2706 0.1229 -0.7302
9 N 0.2103 -0.8245 -2.2138
10 N -1.1834 3.5118 0.7043
11 N 0.5097 -0.9472 3.7238
12 N 0.2807 1.8555 0.1800
13 N -2.9092 -1.1640 -0.6531
14 N 1.1601 -2.5275 2.1441
15 N 1.0562 -0.2867 1.5569
16 N -0.9311 2.7897 -1.5520
17 C -1.5702 3.0116 2.0384
18 C 1.0851 -1.7465 -6.7282
19 C 2.3677 -2.1484 -6.1664
20 C 0.0819 2.7657 -2.5339
21 C 0.1994 -1.4215 -4.6094
22 C 2.5969 -2.0289 -4.8094
23 C -0.0079 -1.4021 -5.9694
24 C 1.5411 3.3514 1.7274
25 C 2.8160 2.2957 3.4126
26 C 1.0760 -1.5356 4.8907
27 C 0.4741 -3.6307 2.7470
28 C -2.2021 -2.2376 -0.1323
29 C -0.3631 0.1593 4.0825
30 C 2.4379 1.0356 3.0918
31 C 1.4671 -1.2148 -2.6151
32 C 1.5537 0.9227 1.9814
33 C -0.6143 2.7211 -0.2043
34 C -2.2986 2.8528 -2.0125
35 C 1.4204 -1.6091 -4.0727
36 C -1.5961 4.8493 0.4172
37 C 2.3172 3.4534 2.8489
38 C 0.9423 -1.2636 2.4676
39 C -2.1233 -4.5983 0.0333
40 C 1.1075 2.0699 1.3088
41 C 2.1587 -2.8744 1.1467
42 H -3.7863 -1.3756 -1.0848
43 H -1.0564 0.2744 3.2216
44 H -2.5261 5.0988 0.8422
45 H 0.9684 -2.0036 -7.7972
46 H 2.7927 0.1251 3.5039
47 H 2.3655 -1.9729 0.6213
48 H -2.8372 0.7356 -0.1594
49 H -0.1373 1.9049 -3.2065
50 H -1.5661 5.0229 -0.6577
51 H -1.1959 -4.6948 -0.5609
52 H -2.9677 2.7118 -1.1878
53 H -1.7063 1.8764 1.9479
54 H -2.4541 2.0532 -2.6450
55 H 1.1304 4.2049 1.2064
56 H 0.3087 -1.9336 5.6091
57 H 3.4086 2.4830 4.3156
58 H -2.5094 3.7565 -2.5906
59 H -1.8614 -4.7899 1.0796
60 H 0.2512 -4.3232 1.9638
61 H -2.3714 0.5434 -1.6617
62 H 2.7027 4.4117 3.0609
63 H -0.4633 -3.3003 3.2596
64 H 0.1852 1.0513 4.3007
65 H 3.5604 -2.0849 -4.3297
66 H -0.8912 3.2664 2.8226
67 H -0.9380 5.6094 0.8570
68 H 1.5339 -0.8127 5.4853
69 H -0.9696 -1.2257 -6.4121
70 H 0.1632 3.7076 -3.0722
71 H 1.0788 2.8136 -2.2204
72 H 1.7855 -2.3361 4.6543
73 H -2.5199 3.4511 2.2485
74 H -0.9716 -0.1625 4.9047
75 H 1.1164 -4.1495 3.5353
76 H 3.1880 -2.4356 -6.8542
77 H -2.7212 -5.3556 -0.3494
78 H 3.0340 -3.3076 1.5725
79 H 1.7013 -3.5460 0.3738

---

# 5
DFT (ωB97M-V/def2-TZVPD) results for a structure of composition C25H38IN7OS5SbScSi2 in a non-equilibrium geometry.

Output
Frontier orbital gap (alpha / beta) in eV: 4.83 / 6.04
Charge: -1
Multiplicity: 2
E_LUMO (alpha / beta) in eV: 1.61 / 1.61
Energy above the lowest of the compared OMol25 structures with the same formula, charge and spin in eV: 2.838
E in eV: -144295.08290

Element x y z (Å)
1 I -2.0018 5.2010 -3.7602
2 Sb -0.9438 0.1035 -5.3481
3 Sc 0.1921 0.0945 -0.5348
4 S 0.0982 0.5178 -7.2559
5 S 5.1830 1.6980 -1.4832
6 S 5.0415 -0.7786 -3.1491
7 S 0.1187 -1.9202 -4.2683
8 S 0.5851 -0.0776 -3.2541
9 Si -1.9848 -2.5952 -1.0204
10 Si 0.6641 -3.2155 0.6725
11 O -1.8791 1.0920 0.0707
12 N 2.5091 0.3503 -0.3474
13 N 0.7190 0.4420 1.5989
14 N -3.2146 2.0381 1.6042
15 N -1.0793 2.8419 1.1498
16 N -0.1131 4.4346 2.5331
17 N 3.2662 -0.2606 -1.2966
18 N 0.4820 2.3965 -1.5811
19 C -2.0181 1.9937 0.8570
20 C 2.2145 1.7207 3.0694
21 C -2.1092 -4.1234 -2.1798
22 C -0.5391 3.0346 -2.2311
23 C -2.9097 -3.0743 0.5484
24 C 0.0913 1.0273 3.8875
25 C -2.8951 -1.1319 -1.8454
26 C -0.1244 0.4755 2.6480
27 C 2.8453 0.9782 0.7478
28 C 1.3728 1.6075 4.0938
29 C -2.1117 3.4271 3.2094
30 C 0.7379 5.0382 -2.3964
31 C 0.5731 -4.9455 0.0961
32 C 1.9340 1.0146 1.8532
33 C 2.5427 -2.7292 0.9166
34 C -1.0922 3.5186 2.2584
35 C 1.8348 4.3377 -1.8778
36 C -0.2535 -2.0799 -0.5275
37 C -4.1505 0.9962 1.3666
38 C 1.6451 3.0626 -1.4327
39 C -3.1449 2.7181 2.8182
40 C -0.4071 4.3441 -2.6958
41 C 4.3435 0.2437 -1.7833
42 C 3.9740 -2.1787 -3.1950
43 C 0.0987 -3.3433 2.4772
44 H 0.8009 6.0448 -2.7743
45 H 2.9555 -3.5991 1.3396
46 H -1.0773 -4.4167 -2.5025
47 H -0.4403 -5.2427 0.0416
48 H 3.9557 -2.5531 -4.2107
49 H 2.6350 -1.9818 1.7015
50 H -2.8090 -2.1655 1.2243
51 H -2.4784 -4.9608 -1.6071
52 H -1.9967 3.7988 4.1523
53 H 1.7245 2.0123 5.0152
54 H -3.5004 -1.4080 -2.6438
55 H -3.6139 0.0695 1.1447
56 H 2.9749 -1.8892 -2.8799
57 H 0.3504 -2.4825 3.1614
58 H -3.6490 -0.7190 -1.1633
59 H 3.0320 -2.3578 0.0508
60 H 2.8911 4.7860 -1.7453
61 H 0.6034 -4.1121 2.9784
62 H 1.0832 -4.9746 -0.8808
63 H 3.2055 2.3568 3.1717
64 H 0.6896 4.5878 1.9342
65 H -0.1652 5.0764 3.2744
66 H -0.7502 0.8159 4.6433
67 H -4.8285 1.2602 0.5323
68 H 3.8981 1.2641 0.7999
69 H -0.9912 -3.4438 2.5405
70 H -2.3599 -3.9187 0.9225
71 H -4.7483 0.7508 2.2803
72 H 0.3313 -2.3839 -1.4240
73 H 4.3030 -2.9726 -2.5960
74 H -3.9989 -3.1912 0.3931
75 H 1.0327 -5.5947 0.8446
76 H -4.0125 2.4959 3.4474
77 H -1.4613 2.5480 -2.3529
78 H 2.4411 2.4776 -1.0483
79 H -1.1019 0.0075 2.5822
80 H -2.3373 -0.2579 -2.2623
81 H -2.6822 -4.0211 -3.0975

---

# 6
DFT (ωB97M-V/def2-TZVPD) results for an isolated molecule of C25H38N4O3.

Output
Frontier orbital gap in eV: 8.79
Charge: 0
Structure (SMILES): COc1ccc(C(=O)N[C@@H](Cn2ccnc2)C(C)(C)C)cc1OC1CCN(C(C)C)CC1
Multiplicity: 1
E_LUMO in eV: 0.61
Energy above the lowest of the compared OMol25 structures with the same formula, charge and spin in eV: 0.000
E in eV: -38645.15264

Element x y z (Å)
1 O -1.9549 0.3481 0.6813
2 O 2.0299 1.8562 -1.9979
3 O -1.0095 -1.9742 2.0847
4 N 5.4094 -0.6752 0.3156
5 N -5.1323 0.6499 3.3438
6 N 5.3255 0.0573 -1.7665
7 N 2.8179 -0.1413 -2.6899
8 C 1.2956 -0.0895 -0.8396
9 C 3.3280 -1.4673 -5.2876
10 C -4.5937 -0.6814 3.1610
11 C 1.8039 -1.1941 -0.1703
12 C 0.0430 0.3918 -0.4828
13 C -4.0580 1.6102 3.4931
14 C -7.0373 2.0043 4.0744
15 C -0.7355 -0.2172 0.4937
16 C 5.2972 0.6789 0.3249
17 C -5.7615 0.6707 5.7869
18 C 3.4223 0.0482 -5.0896
19 C 2.0651 0.6755 -5.4227
20 C -3.2313 1.6555 2.2105
21 C -2.6432 0.2737 1.9261
22 C 1.0485 -1.8095 0.8111
23 C -0.5255 -3.1252 2.7309
24 C 2.0716 0.6485 -1.8713
25 C 5.2014 0.0301 -3.1968
26 C 5.4157 -1.0144 -0.9431
27 C -3.7880 -0.7367 1.8659
28 C -0.2222 -1.3584 1.1471
29 C 3.7652 0.4180 -3.6247
30 C 4.4826 0.6237 -6.0318
31 C 5.2408 1.1526 -0.9535
32 C -6.2088 0.7416 4.3198
33 H 0.3773 -2.9134 3.3125
34 H 5.4351 0.1120 -5.9192
35 H -3.9394 -0.9859 3.9994
36 H -6.5161 2.8943 4.4172
37 H 2.5278 -1.8887 -4.6841
38 H 1.7696 0.4219 -6.4380
39 H 5.2649 1.2224 1.2471
40 H -3.3923 -1.7404 1.7127
41 H 4.1595 0.5073 -7.0637
42 H 5.1403 2.1445 -1.3411
43 H 5.4423 -0.9832 -3.5272
44 H 5.5043 -2.0205 -1.3065
45 H 5.9179 0.7264 -3.6403
46 H 2.8015 -1.5596 -0.3619
47 H -5.4235 -1.3902 3.1032
48 H -2.4301 2.3901 2.3030
49 H -7.2434 2.1067 3.0129
50 H 1.2991 0.3168 -4.7400
51 H -0.3511 1.2662 -0.9760
52 H -4.4849 2.5957 3.6794
53 H -6.8572 -0.1208 4.1201
54 H -3.8681 1.9400 1.3731
55 H -7.9798 1.9372 4.6118
56 H -0.3214 -3.9320 2.0197
57 H 2.8369 -1.1349 -2.5282
58 H -5.1673 -0.2229 5.9648
59 H -1.3230 -3.4344 3.4055
60 H 4.6300 1.6840 -5.8412
61 H 1.4693 -2.6611 1.3207
62 H 4.2603 -1.9675 -5.0352
63 H 3.6509 1.5034 -3.5138
64 H -6.6331 0.6371 6.4355
65 H -4.4320 -0.4781 1.0248
66 H -5.1697 1.5434 6.0522
67 H -3.3903 1.3540 4.3364
68 H 2.1130 1.7579 -5.3359
69 H -1.9482 0.0055 2.7283
70 H 3.1090 -1.6836 -6.3305